C52H135N9O17 | wB97M-V/def2-TZVPD

Structure (XYZ):
```
213
Properties=species:S:1:pos:R:3:mulliken_charge:R:1
C -18.69 3.28 26.03 -0.70
O -18.93 1.88 25.61 -0.31
C -18.59 1.64 24.24 -0.71
C -19.45 0.45 23.75 0.33
C -19.12 0.10 22.28 -1.42
N -20.88 0.82 23.79 -0.63
H -18.97 3.40 27.07 0.25
H -19.30 3.94 25.41 0.30
H -17.64 3.55 25.89 0.29
H -18.70 2.47 23.55 0.38
H -17.55 1.34 24.18 0.32
H -19.23 -0.35 24.46 0.31
H -18.12 -0.35 22.25 0.37
H -19.20 0.92 21.56 0.37
H -19.86 -0.60 21.89 0.37
H -21.21 1.24 24.65 0.25
H -21.05 1.54 23.11 0.24
C -12.47 -1.82 21.22 -0.74
O -12.45 -0.41 21.13 -0.36
C -11.49 0.22 21.97 -0.91
C -10.82 1.49 21.48 0.75
C -10.01 1.43 20.15 -1.38
N -9.87 1.98 22.47 -0.83
H -11.52 -2.26 20.91 0.31
H -13.32 -2.23 20.68 0.24
H -12.70 -2.05 22.26 0.34
H -12.00 0.46 22.91 0.34
H -10.80 -0.52 22.38 0.45
H -11.48 2.36 21.39 0.30
H -8.93 1.33 20.26 0.38
H -10.03 2.32 19.53 0.32
H -10.43 0.69 19.47 0.29
H -10.27 1.88 23.39 0.22
H -9.89 2.97 22.31 0.28
C -19.27 -2.31 15.32 -0.76
O -20.55 -2.86 15.85 -0.31
C -21.26 -1.91 16.61 -0.80
C -22.66 -2.47 17.00 0.69
C -23.59 -2.62 15.78 -1.36
N -23.31 -1.52 17.96 -0.75
H -18.66 -1.91 16.13 0.30
H -19.56 -1.41 14.78 0.32
H -18.66 -2.95 14.68 0.27
H -20.64 -1.64 17.46 0.38
H -21.35 -1.01 16.00 0.37
H -22.50 -3.42 17.52 0.14
H -23.33 -3.52 15.22 0.32
H -23.57 -1.75 15.13 0.32
H -24.65 -2.77 15.98 0.37
H -22.63 -1.42 18.70 0.26
H -24.14 -1.91 18.39 0.22
C -24.67 -17.64 15.43 -0.80
O -24.79 -17.15 16.69 -0.27
C -26.14 -16.85 17.12 -0.68
C -26.07 -16.36 18.55 -0.69
N -25.38 -15.09 18.58 -0.38
C -25.24 -14.72 20.04 -0.82
C -24.18 -13.58 20.28 -0.29
O -22.88 -14.15 19.98 -0.37
C -21.78 -13.20 19.96 -0.45
H -25.13 -17.08 14.61 0.29
H -25.12 -18.63 15.41 0.32
H -23.62 -17.82 15.22 0.26
H -26.65 -17.81 17.19 0.44
H -26.66 -16.14 16.49 0.34
H -25.40 -17.10 18.97 0.36
H -27.01 -16.49 19.09 0.46
H -24.45 -15.25 18.22 0.32
H -24.88 -15.62 20.55 0.40
H -26.19 -14.45 20.51 0.36
H -24.23 -13.22 21.31 0.44
H -24.38 -12.74 19.61 0.16
H -20.80 -13.64 19.80 0.27
H -21.83 -12.83 20.99 0.23
H -21.97 -12.36 19.29 0.10
C -18.06 -11.12 24.13 -0.84
O -18.90 -12.13 24.68 -0.13
C -18.36 -13.45 24.40 -0.66
C -18.87 -14.55 25.34 -0.82
N -20.20 -15.03 24.97 -0.40
C -21.34 -14.10 25.17 -0.34
C -22.70 -14.84 25.26 -0.75
O -22.76 -15.72 26.32 -0.32
C -23.99 -16.32 26.49 -0.73
H -17.14 -11.03 24.72 0.33
H -18.45 -10.10 24.17 0.20
H -17.88 -11.28 23.07 0.33
H -17.29 -13.41 24.57 0.48
H -18.44 -13.62 23.33 0.37
H -18.75 -14.21 26.36 0.32
H -18.09 -15.31 25.24 0.46
H -20.36 -15.95 25.37 0.26
H -21.47 -13.24 24.52 0.29
H -21.11 -13.75 26.18 0.27
H -22.83 -15.42 24.35 0.38
H -23.53 -14.13 25.29 0.47
H -24.17 -17.13 25.79 0.28
H -24.76 -15.55 26.38 0.31
H -24.06 -16.68 27.52 0.24
C -17.27 -5.81 26.01 -0.57
O -16.63 -6.38 27.15 -0.35
C -17.18 -6.15 28.46 -0.67
C -18.54 -6.83 28.77 -0.43
N -18.45 -8.25 28.42 -0.37
C -19.77 -8.82 28.27 -0.63
C -20.57 -8.28 27.10 -0.27
O -21.76 -9.04 26.87 -0.29
C -22.97 -8.64 27.53 -0.74
H -17.09 -4.74 25.91 0.30
H -18.33 -6.05 25.96 0.19
H -16.91 -6.19 25.05 0.23
H -17.35 -5.09 28.61 0.39
H -16.43 -6.46 29.18 0.31
H -19.19 -6.21 28.14 0.19
H -18.99 -6.72 29.76 0.46
H -18.00 -8.34 27.52 0.31
H -20.40 -8.70 29.16 0.34
H -19.58 -9.88 28.12 0.30
H -20.02 -8.14 26.16 0.18
H -20.89 -7.25 27.24 0.29
H -23.72 -9.40 27.31 0.22
H -23.30 -7.66 27.20 0.28
H -22.84 -8.54 28.60 0.31
C -30.60 -0.11 19.29 -0.78
O -29.64 -0.86 20.05 -0.30
C -28.67 -1.55 19.26 -0.52
C -28.23 -2.82 20.01 -0.84
N -26.96 -2.73 20.77 -0.21
C -26.97 -1.89 22.03 -0.60
C -25.52 -1.88 22.59 -0.46
O -25.27 -3.03 23.39 -0.33
C -23.91 -3.33 23.64 -0.68
H -31.20 0.52 19.95 0.24
H -31.32 -0.79 18.84 0.30
H -30.19 0.56 18.54 0.31
H -27.83 -0.85 19.13 0.30
H -29.00 -1.83 18.26 0.48
H -28.06 -3.60 19.27 0.41
H -29.08 -3.25 20.53 0.33
H -26.49 -3.62 20.86 0.22
H -27.72 -2.39 22.65 0.35
H -27.36 -0.89 21.82 0.38
H -25.25 -0.95 23.09 0.41
H -24.85 -1.94 21.73 0.15
H -23.93 -4.13 24.37 0.22
H -23.45 -2.48 24.15 0.33
H -23.36 -3.58 22.73 0.27
C -11.75 -8.21 21.59 -0.74
O -12.58 -8.20 20.43 -0.30
C -11.86 -8.73 19.31 -0.23
C -12.97 -9.16 18.34 -0.98
N -12.53 -9.61 17.06 -0.15
C -11.71 -10.83 17.07 -0.52
C -11.33 -11.14 15.63 -0.50
O -10.26 -12.11 15.61 -0.32
C -9.81 -12.32 14.26 -0.80
H -12.27 -7.86 22.48 0.26
H -10.87 -7.60 21.38 0.29
H -11.47 -9.22 21.89 0.31
H -11.34 -9.66 19.54 0.31
H -11.15 -8.00 18.92 0.34
H -13.65 -8.33 18.17 0.35
H -13.64 -9.90 18.79 0.27
H -12.01 -8.83 16.70 0.28
H -12.18 -11.73 17.46 0.29
H -10.78 -10.80 17.65 0.33
H -11.10 -10.22 15.10 0.33
H -12.28 -11.49 15.23 0.28
H -9.35 -11.46 13.77 0.31
H -10.54 -12.50 13.48 0.33
H -9.19 -13.22 14.28 0.28
C -24.91 -12.69 14.41 -0.78
O -24.34 -11.35 14.55 -0.40
C -24.34 -10.91 15.87 -0.11
C -23.44 -9.64 16.04 -0.83
N -23.49 -9.01 17.34 -0.14
C -24.75 -8.31 17.58 -0.58
C -24.90 -7.70 18.98 -0.71
O -24.63 -8.70 19.94 -0.18
C -24.70 -8.41 21.28 -0.83
H -24.32 -13.39 14.99 0.32
H -24.94 -13.06 13.39 0.30
H -25.94 -12.77 14.77 0.31
H -23.96 -11.63 16.59 0.16
H -25.35 -10.80 16.28 0.33
H -23.56 -8.94 15.21 0.38
H -22.42 -10.00 15.97 0.29
H -23.45 -9.79 17.98 0.11
H -25.54 -9.05 17.44 0.29
H -25.01 -7.57 16.83 0.42
H -25.92 -7.35 19.12 0.40
H -24.23 -6.85 19.08 0.37
H -25.64 -7.90 21.48 0.32
H -24.01 -7.59 21.50 0.31
H -24.48 -9.17 22.03 0.25
C -17.64 -8.65 14.96 -0.75
C -17.22 -10.15 15.04 -0.32
O -15.93 -10.15 14.43 -0.50
H -18.58 -8.56 15.50 0.25
H -17.71 -8.35 13.92 0.28
H -16.98 -8.00 15.55 0.22
H -17.91 -10.73 14.44 0.24
H -17.18 -10.65 16.01 0.30
H -15.26 -10.13 15.11 0.27
C -18.58 -5.17 20.33 -1.08
C -19.19 -6.04 19.32 0.10
O -19.92 -7.05 19.94 -0.50
H -19.31 -4.60 20.91 0.26
H -18.04 -4.38 19.80 0.33
H -17.93 -5.80 20.93 0.29
H -18.41 -6.52 18.73 0.15
H -19.88 -5.49 18.68 0.18
H -20.63 -7.37 19.38 0.27
```

Structure (SMILES): COC[C@H](C)N.COC[C@H](C)N.COC[C@H](C)N.COCCNCCOC.COCCNCCOC.COCCNCCOC.COCCNCCOC.COCCNCCOC.COCCNCCOC.CCO.CCO
Energy relative to the best compared isomer or geometry (same formula, charge and spin) (eV): 0.0000

C5H7N | wB97M-V/def2-TZVPD

Structure (XYZ):
```
13
Properties=species:S:1:pos:R:3:nbo_charge:R:1
C -2.42 -0.03 -0.05 -0.08
N -1.24 -0.42 0.08 -0.39
C -0.18 0.59 0.09 -0.07
C 1.04 0.35 -0.71 -0.22
C 1.45 -0.90 -0.01 -0.40
C 1.19 0.34 0.77 -0.25
H -3.02 -0.91 -0.22 0.17
H -2.96 0.93 -0.28 0.16
H -0.68 1.56 0.27 0.19
H 1.77 0.74 -1.40 0.24
H 0.82 -1.79 0.18 0.22
H 2.45 -1.06 -0.27 0.19
H 1.79 0.60 1.58 0.24
```

Structure (SMILES): C=N[C@@H]1[C@@H]2C[C@@H]21
Energy relative to the best compared isomer or geometry (same formula, charge and spin) (eV): 4.0608

C8H13NO6S | wB97M-V/def2-TZVPD

Structure (XYZ):
```
29
Properties=species:S:1:pos:R:3:nbo_charge:R:1
C 3.60 -2.30 1.53 -0.24
C 3.87 -1.14 1.45 0.00
C 3.88 0.31 1.26 -0.49
C 3.23 0.76 -0.07 -0.39
C 1.94 0.04 -0.48 -0.43
C 0.67 0.69 0.05 0.08
C 0.43 0.46 1.55 -0.13
O -0.33 -0.76 1.61 -0.67
S -1.45 -0.53 0.49 2.55
O -2.15 -1.70 0.13 -0.89
O -2.31 0.53 0.93 -0.94
O -0.42 -0.05 -0.61 -0.69
H 3.35 -3.33 1.57 0.24
H 4.92 0.62 1.23 0.24
H 3.46 0.84 2.12 0.23
H 2.99 1.82 0.05 0.21
H 3.93 0.68 -0.89 0.22
H 1.87 0.10 -1.56 0.23
H 1.93 -1.02 -0.23 0.24
H 0.60 1.71 -0.30 0.21
H 1.34 0.30 2.11 0.22
H -0.13 1.28 1.99 0.21
C -4.81 -0.15 -1.43 -0.49
N -5.33 0.42 -2.70 0.54
O -6.51 0.71 -2.75 -0.38
O -4.54 0.56 -3.61 -0.39
H -5.62 -0.22 -0.72 0.23
H -4.40 -1.14 -1.65 0.24
H -4.03 0.51 -1.07 0.24
```

| no. | frontier orbital gap (eV) | E_HOMO (Eh) |
| --- | --- | --- |
| 1 | 8.4 | -0.3053 |
| 2 | 10.4 | -0.3383 |
| 3 | 11.1 | -0.3913 |